(1)
DFT (ωB97M-V with the def2-TZVPD basis set) results for a structure of composition C23H22N9O6PtSSe.

CARTESIAN COORDINATES (ANGSTROEM)
Pt: -1.05 -0.09 0.92
C: -4.09 2.37 2.89
C: -2.71 1.87 2.61
O: -2.43 1.41 1.49
N: -1.80 1.99 3.59
C: -0.40 1.59 3.45
C: -0.27 0.12 3.76
C: 0.17 -0.35 4.98
C: 0.15 -1.72 5.23
C: -0.34 -2.57 4.25
C: -0.75 -2.04 3.05
N: -0.71 -0.72 2.80
H: -4.80 1.83 2.27
H: -4.13 3.43 2.63
H: -4.35 2.27 3.94
H: -2.13 2.28 4.50
H: 0.21 2.20 4.12
H: -0.09 1.79 2.43
H: 0.53 0.35 5.72
H: 0.50 -2.11 6.17
H: -0.37 -3.64 4.40
H: -1.11 -2.66 2.25
N: -1.93 2.59 -1.83
C: -1.21 1.46 -1.71
O: -1.71 0.58 -0.90
C: -0.07 1.27 -2.50
C: 0.56 0.01 -2.60
N: 1.06 -1.02 -2.75
C: 0.34 2.33 -3.35
N: 0.58 3.23 -4.02
H: -1.62 3.35 -2.42
H: -2.65 2.76 -1.15
S: -2.13 -2.75 -1.78
C: -1.71 -2.03 -3.32
N: -1.00 -2.55 -4.29
C: -0.82 -1.60 -5.39
C: -1.84 -0.50 -5.04
N: -2.18 -0.85 -3.65
H: -0.52 -3.45 -4.23
H: -1.04 -2.08 -6.35
H: 0.20 -1.23 -5.40
H: -2.73 -0.52 -5.67
H: -1.40 0.49 -5.07
H: -2.80 -0.32 -3.05
O: 1.77 -2.32 1.92
C: 1.48 -1.47 1.10
O: 0.31 -1.51 0.46
C: 2.49 -0.43 0.72
C: 3.84 -0.74 0.90
C: 4.83 0.17 0.58
C: 4.44 1.40 0.09
C: 3.12 1.75 -0.10
C: 2.15 0.82 0.20
N: 5.49 2.40 -0.23
O: 5.13 3.53 -0.45
O: 6.64 2.01 -0.24
H: 4.09 -1.71 1.31
H: 5.87 -0.06 0.70
H: 2.88 2.73 -0.50
H: 1.11 1.07 0.03
Se: -0.27 -3.82 -1.19
C: -0.34 -4.97 -2.64
N: -0.43 -5.62 -3.59

Values from the calculation:
* highest occupied orbital energy: -10.92 eV
* energy above the lowest of the compared OMol25 structures with the same formula, charge and spin: 0.00 kcal per mole
* Kohn-Sham gap: 7.270 eV
* total charge: +1
* LUMO: -3.65 eV

***

(2)
DFT (ωB97M-V with the def2-TZVPD basis set) results for the ion C23H22NO2 with charge +1 in a non-equilibrium geometry.

CARTESIAN COORDINATES (ANGSTROEM)
C: -2.29 1.76 -3.83
O: -2.44 1.31 -2.48
C: -1.24 1.05 -1.77
C: -0.92 -0.47 -1.83
C: 0.36 -0.81 -1.21
N: 0.42 -1.33 0.04
C: -0.63 -1.46 0.98
O: -1.82 -1.53 0.68
C: -0.21 -1.51 2.42
C: -1.23 -1.57 3.39
C: -0.92 -1.69 4.74
C: 0.42 -1.75 5.16
C: 1.44 -1.66 4.21
C: 1.13 -1.52 2.85
C: 1.62 -0.67 -1.91
C: 1.72 -0.84 -3.32
C: 2.93 -0.63 -3.98
C: 4.07 -0.25 -3.27
C: 4.01 -0.14 -1.88
C: 2.82 -0.37 -1.20
C: -1.44 1.52 -0.33
C: -0.37 1.98 0.44
C: -0.55 2.25 1.80
C: -1.80 2.08 2.39
C: -2.90 1.74 1.59
C: -2.72 1.47 0.23
H: -3.27 1.64 -4.31
H: -2.01 2.82 -3.82
H: -1.53 1.19 -4.39
H: -0.38 1.62 -2.21
H: -1.74 -0.99 -1.31
H: -0.91 -0.76 -2.89
H: 1.29 -1.74 0.33
H: -2.27 -1.52 3.06
H: -1.73 -1.75 5.47
H: 0.66 -1.87 6.22
H: 2.49 -1.69 4.53
H: 1.94 -1.43 2.12
H: 0.84 -1.18 -3.86
H: 2.97 -0.78 -5.06
H: 5.00 -0.06 -3.81
H: 4.91 0.11 -1.31
H: 2.79 -0.30 -0.11
H: 0.61 2.10 -0.04
H: 0.30 2.58 2.39
H: -1.94 2.25 3.46
H: -3.90 1.65 2.02
H: -3.57 1.18 -0.40

Values from the calculation:
* highest occupied orbital energy: -11.82 eV
* energy above the lowest of the compared OMol25 structures with the same formula, charge and spin: 0.00 kcal per mole
* Kohn-Sham gap: 6.790 eV
* structure (SMILES): CO[C@H](C/C(=[NH+]\C(=O)c1ccccc1)c1ccccc1)c1ccccc1
* total charge: +1
* LUMO: -5.03 eV

***

(3)
DFT (ωB97M-V with the def2-TZVPD basis set) results for the molecule C23H22O8.

CARTESIAN COORDINATES (ANGSTROEM)
C: -3.77 -1.04 1.92
C: -4.32 -2.41 1.54
O: -3.51 -3.02 0.53
C: -3.80 -2.75 -0.74
O: -4.75 -2.11 -1.12
C: -2.79 -3.39 -1.69
O: -1.54 -3.65 -1.09
C: -0.86 -2.60 -0.56
C: 0.32 -2.90 0.11
C: 1.09 -1.93 0.73
O: 2.21 -2.44 1.30
C: 3.41 -1.70 1.37
C: 3.78 -1.06 0.04
O: 3.06 -0.96 -0.91
O: 5.03 -0.58 0.11
C: 5.53 0.08 -1.06
C: 6.08 -0.91 -2.07
C: 0.65 -0.58 0.75
C: 1.21 0.50 1.56
O: 1.98 0.36 2.50
C: 0.72 1.82 1.20
C: -0.32 2.01 0.37
C: -0.90 3.31 0.02
C: -0.16 4.48 0.11
C: -0.72 5.70 -0.22
C: -2.04 5.76 -0.65
C: -2.79 4.60 -0.75
C: -2.22 3.38 -0.43
O: -0.97 0.97 -0.19
C: -0.49 -0.29 -0.03
C: -1.24 -1.27 -0.67
H: -4.35 -0.63 2.74
H: -2.73 -1.14 2.23
H: -3.83 -0.37 1.07
H: -4.29 -3.10 2.38
H: -5.35 -2.32 1.17
H: -3.17 -4.37 -1.99
H: -2.70 -2.77 -2.58
H: 0.65 -3.93 0.14
H: 4.18 -2.41 1.66
H: 3.35 -0.90 2.12
H: 6.31 0.74 -0.69
H: 4.72 0.67 -1.51
H: 6.50 -0.38 -2.92
H: 5.28 -1.56 -2.43
H: 6.85 -1.53 -1.61
H: 1.18 2.66 1.71
H: 0.88 4.44 0.43
H: -0.13 6.60 -0.15
H: -2.48 6.72 -0.91
H: -3.81 4.65 -1.09
H: -2.81 2.48 -0.51
H: -2.11 -0.95 -1.23

Values from the calculation:
* highest occupied orbital energy: -8.42 eV
* energy above the lowest of the compared OMol25 structures with the same formula, charge and spin: 12.46 kcal per mole
* Kohn-Sham gap: 8.438 eV
* structure (SMILES): CCOC(=O)COc1cc(OCC(=O)OCC)c2c(=O)cc(-c3ccccc3)oc2c1
* LUMO: 0.02 eV

***

(4)
DFT (ωB97M-V with the def2-TZVPD basis set) results for a structure of composition C23H23AlP2 in a non-equilibrium geometry.

CARTESIAN COORDINATES (ANGSTROEM)
C: -0.74 0.31 -3.47
C: -1.37 1.55 -3.74
C: -0.46 2.67 -3.63
C: 0.78 2.09 -3.41
C: 0.70 0.60 -3.19
Al: 0.84 -1.70 -1.59
P: -0.11 -3.81 -2.25
H: -1.08 -0.66 -3.88
H: -2.44 1.63 -3.88
H: -0.74 3.72 -3.51
H: 1.54 -0.01 -3.60
H: 1.71 2.61 -3.29
H: 1.11 -4.27 -3.01
H: -1.40 -4.01 -3.04
H: -0.17 -4.42 -0.88
C: -0.18 4.01 2.27
C: 0.69 3.85 1.18
C: 0.66 2.67 0.43
C: -0.22 1.62 0.76
C: -1.10 1.81 1.85
C: -1.08 2.99 2.60
P: 0.00 -0.05 -0.01
C: 1.59 -0.57 0.74
C: 2.69 -0.78 -0.13
C: 3.93 -1.09 0.44
C: 4.08 -1.18 1.83
C: 2.99 -0.91 2.68
C: 1.75 -0.57 2.13
C: -1.39 -0.99 0.70
C: -1.21 -2.06 1.57
C: -2.33 -2.75 2.03
C: -3.61 -2.38 1.61
C: -3.79 -1.31 0.72
C: -2.68 -0.60 0.27
H: -0.16 4.94 2.85
H: 1.39 4.65 0.93
H: 1.34 2.55 -0.42
H: -1.81 1.04 2.14
H: -1.75 3.12 3.44
H: 2.62 -0.64 -1.24
H: 4.79 -1.25 -0.22
H: 5.05 -1.44 2.25
H: 3.11 -0.94 3.76
H: 0.90 -0.33 2.79
H: -0.20 -2.37 1.86
H: -2.19 -3.60 2.70
H: -4.48 -2.94 1.95
H: -4.78 -1.03 0.36
H: -2.78 0.25 -0.41

Values from the calculation:
* highest occupied orbital energy: -5.97 eV
* energy above the lowest of the compared OMol25 structures with the same formula, charge and spin: 26.79 kcal per mole
* Kohn-Sham gap: 5.718 eV
* LUMO: -0.26 eV

***

(5)
DFT (ωB97M-V with the def2-TZVPD basis set) results for a structure of composition C23H23AsN4O2S7W.

CARTESIAN COORDINATES (ANGSTROEM)
W: 0.45 2.67 0.19
S: 0.68 0.10 -0.49
C: 2.20 -0.09 -1.29
C: 2.71 -1.37 -1.55
C: 3.94 -1.55 -2.18
C: 4.43 -2.88 -2.41
N: 4.82 -3.95 -2.57
C: 4.68 -0.43 -2.59
C: 4.17 0.85 -2.34
C: 2.94 1.04 -1.71
S: 2.36 2.66 -1.49
C: 5.95 -0.57 -3.23
N: 6.98 -0.66 -3.74
H: 2.15 -2.23 -1.23
H: 4.74 1.71 -2.65
O: -0.75 1.47 1.42
C: -0.53 0.84 2.54
C: -1.68 0.39 3.24
C: -1.60 -0.30 4.42
C: -0.35 -0.57 4.99
C: 0.77 -0.14 4.33
C: 0.73 0.55 3.10
C: 1.98 0.95 2.48
N: 2.17 1.82 1.50
C: 3.53 1.93 1.31
C: 4.18 1.10 2.16
N: 3.19 0.49 2.90
H: -2.63 0.64 2.79
H: -2.51 -0.61 4.92
H: -0.27 -1.09 5.93
H: 1.74 -0.31 4.80
H: 3.92 2.60 0.57
H: 5.22 0.89 2.31
H: 3.31 -0.26 3.56
S: 1.45 5.00 -0.09
As: -0.46 4.86 0.95
S: 0.34 3.91 2.71
S: -0.95 2.79 -1.46
S: -2.03 6.23 0.75
C: -3.70 -0.25 -4.32
C: -2.84 -1.26 -3.57
C: -1.88 -0.61 -2.58
S: -2.65 -0.26 -0.97
O: -4.10 0.03 -1.24
C: -2.60 -2.01 -0.35
C: -3.95 -2.44 0.20
C: -4.30 -1.78 1.53
H: -4.38 -0.75 -5.02
H: -3.06 0.43 -4.89
H: -4.29 0.34 -3.62
H: -2.26 -1.85 -4.29
H: -3.49 -1.98 -3.05
H: -1.51 0.35 -2.93
H: -1.01 -1.22 -2.36
H: -1.83 -2.02 0.42
H: -2.28 -2.67 -1.16
H: -3.94 -3.53 0.31
H: -4.72 -2.20 -0.54
H: -3.54 -2.01 2.28
H: -5.27 -2.11 1.89
H: -4.34 -0.70 1.41

Values from the calculation:
* highest occupied orbital energy: -1.42 eV
* energy above the lowest of the compared OMol25 structures with the same formula, charge and spin: 20.97 kcal per mole
* Kohn-Sham gap: 5.519 eV
* total charge: -2
* LUMO: 4.10 eV